1.
A molecular structure, C23H49BrClGaN2S2 at a distorted geometry, computed with ωB97M-V with the def2-TZVPD basis set.

XYZ file:
```
79
Properties=species:S:1:pos:R:3:forces:R:3
C 2.0517 -6.8106 -0.5490 0.124 -0.022 -0.010
C 0.6395 -6.6857 -1.1188 0.056 -0.138 -0.058
C 0.0874 -5.2605 -1.1164 -0.119 0.010 0.238
C 1.0895 -4.2221 -1.5971 -0.133 -0.193 -0.330
N 0.4640 -2.9802 -2.1054 0.254 0.498 1.022
C 1.4317 -2.1497 -2.8503 0.122 -0.288 -0.122
C 0.7027 -1.0390 -3.5960 -0.235 -0.080 -0.290
C 0.9678 0.3975 -3.1569 -0.069 0.408 -0.084
C 2.3957 0.7662 -2.7640 -0.157 -0.073 0.308
Ga 3.8599 0.2686 -4.0341 0.185 0.126 0.106
Cl 3.0484 0.0027 -6.1052 -0.081 -0.017 -0.084
Br 5.3189 2.1914 -4.1045 -0.002 -0.011 0.024
C -0.2010 -2.2556 -1.0882 0.379 -0.358 -0.234
S -1.7587 -2.4683 -0.7343 -0.367 -0.017 0.055
S 0.7194 -0.9972 -0.1481 -0.322 0.222 0.019
C 1.8187 -1.9707 0.9131 0.275 0.012 -0.044
C 1.1399 -2.8631 1.9456 -0.072 0.025 0.063
C 0.0471 -2.1594 2.7503 0.044 0.026 0.025
H 2.1335 -6.3133 0.4247 -0.017 -0.074 -0.072
H 2.3201 -7.8611 -0.4130 -0.018 0.082 0.023
H 2.8086 -6.3755 -1.2104 -0.134 0.014 0.091
H -0.0276 -7.3123 -0.5187 -0.026 0.025 -0.124
H 0.6140 -7.0931 -2.1369 0.065 0.067 0.102
H -0.2315 -5.0307 -0.0906 -0.014 0.087 -0.175
H -0.8042 -5.1880 -1.7453 0.055 -0.079 0.074
H 1.8179 -3.9912 -0.8110 0.018 -0.139 -0.130
H 1.6567 -4.6155 -2.4474 -0.101 -0.009 0.088
H 1.9167 -2.8167 -3.5684 -0.067 0.011 0.111
H 2.2214 -1.7772 -2.1878 -0.008 0.037 -0.121
H 0.9102 -1.1427 -4.6632 0.115 0.096 0.117
H -0.3728 -1.2269 -3.4796 0.104 -0.031 -0.170
H 0.6547 1.0358 -3.9942 0.024 -0.021 0.129
H 0.2757 0.6201 -2.3335 -0.018 0.078 0.065
H 2.6614 0.2578 -1.8211 -0.045 0.156 -0.130
H 2.4518 1.8424 -2.5479 0.041 -0.123 -0.138
H 4.6941 -0.9994 -3.5959 0.043 -0.080 -0.080
H 2.4088 -1.1861 1.4047 -0.084 -0.106 -0.009
H 2.5167 -2.5372 0.2951 0.011 0.109 0.092
H 0.7220 -3.7414 1.4450 0.034 0.022 0.065
H 1.9187 -3.2212 2.6293 -0.046 -0.034 -0.132
H -0.8839 -2.0905 2.1821 0.090 0.045 0.011
H -0.1564 -2.6857 3.6869 0.004 0.009 -0.112
H 0.3677 -1.1411 3.0023 -0.005 -0.118 -0.013
C -4.3103 4.6699 0.6498 -0.017 -0.024 0.022
C -4.1302 3.7593 1.8613 0.007 0.077 -0.039
C -2.9066 4.1146 2.7088 -0.042 -0.057 -0.005
C -1.5375 3.9754 2.0600 0.078 0.131 0.024
N -1.0897 2.5830 1.6602 -0.034 -0.027 -0.044
C 0.4008 2.4634 1.8509 0.034 0.031 0.043
C 0.5807 2.2725 3.3484 -0.073 -0.063 0.019
C -0.6684 1.4785 3.7916 0.026 0.125 -0.059
C -1.6080 1.5053 2.5822 -0.031 -0.085 0.056
C -1.4707 2.2874 0.2241 -0.160 -0.081 -0.021
C -0.5829 2.8816 -0.8517 0.186 -0.069 -0.288
C -0.5879 4.3729 -1.1769 -0.061 0.036 0.314
H -3.4795 4.6004 -0.0543 -0.004 0.001 0.017
H -5.2170 4.4132 0.1037 -0.007 0.000 -0.003
H -4.3920 5.7132 0.9587 0.002 0.008 0.003
H -4.1021 2.7139 1.5426 0.001 -0.005 0.016
H -5.0093 3.8457 2.5022 -0.009 -0.009 0.006
H -2.9249 3.5777 3.6601 -0.007 -0.009 -0.012
H -2.9776 5.1723 2.9782 0.016 0.015 0.001
H -0.7852 4.3514 2.7502 -0.026 0.028 0.021
H -1.4748 4.5764 1.1557 0.006 -0.036 0.023
H 0.7116 1.5846 1.2850 0.020 -0.014 0.024
H 0.8873 3.3479 1.4467 0.013 -0.021 -0.047
H 0.6301 3.2337 3.8584 0.025 -0.009 0.023
H 1.5128 1.7538 3.5603 -0.004 -0.038 -0.020
H -1.1263 1.9146 4.6779 -0.016 0.059 -0.027
H -0.4258 0.4466 4.0297 -0.009 0.015 0.042
H -2.6458 1.6993 2.8254 -0.016 -0.039 -0.037
H -1.5547 0.5746 2.0199 0.085 -0.024 0.005
H -2.5121 2.5801 0.0985 0.020 0.023 0.077
H -1.4112 1.2020 0.1349 0.014 0.006 -0.044
H -0.9109 2.3605 -1.7507 0.015 -0.088 -0.083
H 0.4379 2.5305 -0.6963 0.058 0.005 -0.148
H -1.6009 4.7591 -1.3108 0.015 -0.004 -0.007
H -0.0499 4.5292 -2.1100 0.004 -0.011 -0.009
H -0.0866 4.9816 -0.4204 -0.012 -0.001 -0.009
```
Forces are in eV/Å.

Properties
Total energy = -184238.1227 eV
Frontier orbital gap = 6.683 eV
Highest occupied orbital energy = -7.25 eV

=====

2.
A molecular structure, C23H49DyN4P3S at a distorted geometry, computed with ωB97M-V with the def2-TZVPD basis set.

XYZ file:
```
81
Properties=species:S:1:pos:R:3:forces:R:3
Dy 0.0416 0.0362 0.5133 -1.097 -1.965 -1.391
P -1.0227 1.0624 -1.8677 -0.656 0.651 -1.853
P 0.7663 -2.4866 -0.7316 0.604 -1.521 -0.075
P 2.4035 0.8763 -0.7257 0.933 0.170 -0.768
H 0.2476 0.6109 3.3737 -0.143 0.054 -0.547
C 0.7133 1.2567 2.6106 -1.227 2.964 0.075
C -0.0150 2.1437 1.8149 1.442 0.065 3.321
H -1.0962 2.3034 1.9405 0.202 -0.583 -0.285
C -2.8345 1.1292 -2.1220 -0.222 -0.038 0.329
C -0.5557 0.2706 -3.4627 0.311 -0.407 0.382
C -0.5987 2.8039 -2.2581 0.232 0.177 0.490
C 1.7098 -3.4783 0.4990 -0.058 0.410 0.136
C -0.5262 -3.7055 -1.1789 -0.361 0.301 -0.109
C 1.8619 -2.6459 -2.1947 -0.170 0.444 -0.083
C 2.8018 2.6043 -0.3080 -0.086 0.176 0.291
C 2.8726 0.8678 -2.4825 -0.357 -0.090 -0.241
C 3.7291 -0.1884 -0.0641 -0.008 -0.081 0.615
H 1.7952 1.3886 2.7287 0.054 -0.163 -0.485
H 0.4904 2.9550 1.2859 0.137 -0.427 -0.203
H -3.3368 1.5776 -1.2543 0.005 -0.054 -0.279
H -3.2535 0.1307 -2.3074 0.133 0.297 0.020
H -3.0065 1.7627 -3.0050 -0.046 -0.232 0.287
H -0.9086 -0.7670 -3.4731 0.082 0.151 -0.107
H 0.5299 0.2870 -3.6026 -0.255 -0.062 -0.030
H -1.0281 0.8170 -4.2881 0.032 -0.062 0.248
H -0.9078 3.4489 -1.4247 0.116 0.023 -0.258
H -1.1367 3.1192 -3.1648 0.159 -0.182 0.284
H 0.4803 2.9217 -2.4267 -0.321 0.015 0.061
H 2.0039 -4.4457 0.0715 -0.104 0.239 0.076
H 1.0869 -3.6470 1.3859 0.224 -0.074 -0.092
H 2.6091 -2.9236 0.7899 -0.076 -0.242 0.075
H -0.0323 -4.5702 -1.6445 -0.196 0.210 0.188
H -1.2218 -3.2566 -1.9014 0.094 -0.281 0.121
H -1.0869 -4.0353 -0.2935 0.146 0.043 -0.272
H 1.9523 -3.7090 -2.4452 -0.005 0.215 0.070
H 2.8562 -2.2386 -1.9916 -0.193 -0.126 -0.123
H 1.4145 -2.1117 -3.0405 0.178 -0.174 0.035
H 3.8494 2.7661 -0.6030 -0.322 0.210 0.206
H 2.6722 2.8199 0.7638 0.287 -0.095 -0.437
H 2.1373 3.2799 -0.8679 0.277 -0.229 -0.013
H 3.9259 1.1786 -2.5627 -0.362 -0.076 -0.004
H 2.2318 1.5705 -3.0277 0.317 -0.152 -0.068
H 2.7526 -0.1413 -2.8954 0.109 0.341 -0.032
H 4.7164 0.2365 -0.3134 -0.357 -0.204 0.220
H 3.6518 -1.2159 -0.4508 0.037 0.485 -0.025
H 3.6143 -0.2523 1.0287 0.349 -0.041 -0.304
C 5.2835 2.4756 3.8555 1.178 0.832 1.130
C 6.3696 1.7762 4.4170 -0.405 0.158 0.043
C 6.9256 2.2122 5.6262 -0.117 -0.008 -0.221
C 6.4425 3.3722 6.2445 -0.008 -0.180 -0.365
C 5.5157 4.1762 5.5765 0.050 0.071 -0.199
C 4.9702 3.7575 4.3604 -0.210 -0.679 -0.127
S 4.4686 1.8429 2.4351 -0.453 -0.915 -0.068
H 3.9770 0.6245 2.9129 0.623 1.036 -0.042
H 6.7666 0.9215 3.8663 -0.124 0.055 0.445
H 7.7510 1.6542 6.0762 -0.344 0.178 -0.160
H 6.8282 3.6708 7.2169 -0.025 -0.008 -0.257
H 5.2292 5.1467 5.9942 0.120 -0.404 -0.195
H 4.3246 4.4055 3.7648 -0.101 -0.162 0.450
C -3.0951 -1.4485 0.3341 -0.643 -0.501 0.116
N -2.0977 -0.8480 1.2973 0.262 0.045 0.009
C -1.6665 -1.9497 2.2529 -0.709 -0.406 0.344
N -2.8038 -2.5545 2.9530 0.133 0.697 -0.578
C -3.7385 -3.1132 1.9441 0.000 0.222 -0.065
N -4.2224 -2.0679 1.0182 0.530 0.381 0.429
C -4.9199 -1.0371 1.8257 0.037 -0.026 -0.177
N -4.0108 -0.4124 2.8099 0.897 -0.295 -0.584
C -2.8628 0.1814 2.0995 -1.057 -0.483 0.467
C -3.5204 -1.4903 3.6985 -0.018 0.052 -0.058
H -2.5830 -2.2053 -0.2782 -0.106 0.251 0.143
H -3.4854 -0.6417 -0.2954 0.195 -0.166 0.081
H -0.9805 -1.5179 3.0075 -0.152 -0.125 -0.202
H -1.1504 -2.7395 1.6757 -0.146 0.329 0.161
H -4.6095 -3.5339 2.4631 0.350 -0.006 -0.139
H -3.2305 -3.8968 1.3735 -0.097 0.021 0.102
H -5.3215 -0.2657 1.1562 0.011 -0.175 0.170
H -5.7405 -1.5238 2.3722 0.200 0.274 -0.249
H -2.1934 0.6384 2.8384 -0.094 -0.079 -0.029
H -3.2448 0.9403 1.4005 0.156 -0.098 0.165
H -4.3936 -1.9385 4.1916 0.379 0.139 -0.008
H -2.8430 -1.0589 4.4423 -0.148 -0.105 0.019
```
Forces are in eV/Å.

Properties
Total energy = -93365.1258 eV
Frontier orbital gap (spin up / spin down) = 3.787 / 3.953 eV
Total charge = +3
Highest occupied orbital energy (spin up / spin down) = -14.98 / -14.98 eV
Spin multiplicity = 6